(1)
# C30H52FN3O12P2

A 3-piece molecular cluster, C30H52FN3O12P2 overall in a non-equilibrium geometry (ωB97M-V/def2-TZVPD, the OMol25 dataset).

Calculated values
SMILES string	CNC[C@]1(C(=O)NC(=O)F)CC[C@](CCCc2ccccc2)(OC#N)O1.CCOP(=O)(OCC)OCC.CCOP(=O)(OCC)OCC
molar mass	727.70	g/mol
multiplicity	1
charge	0
HOMO level	-8.72	eV
F_max	7.6	eV/Å

Last column: Löwdin charge in e.
Geometry (Å):
C 1.37 0.06 0.56  -0.102
N 1.34 0.17 -0.91  -0.093
C 1.29 1.57 -1.36  -0.106
C 0.13 1.65 -2.45  -0.336
C 0.20 0.30 -3.16  -0.368
O -0.63 -0.56 -3.13  0.157
N 1.41 0.08 -3.93  0.182
C 1.48 -1.30 -4.27  -0.527
O 1.92 -2.14 -3.56  0.186
F 1.01 -1.62 -5.47  0.152
C 0.18 2.86 -3.43  -0.042
C -1.28 3.42 -3.36  -0.032
C -2.00 2.75 -2.15  -0.410
C -3.32 2.00 -2.47  -0.075
C -3.41 0.73 -1.62  -0.168
C -4.71 -0.11 -1.92  -0.128
C -4.33 -1.57 -1.69  -0.244
C -4.10 -2.47 -2.73  -0.043
C -3.72 -3.78 -2.43  -0.094
C -3.57 -4.23 -1.12  -0.090
C -3.81 -3.32 -0.09  -0.082
C -4.19 -2.01 -0.37  -0.044
O -2.31 3.64 -1.05  0.080
C -1.23 4.04 -0.44  -0.326
N -0.35 4.62 0.02  0.187
O -0.99 1.91 -1.64  -0.024
H 1.81 -0.92 0.80  0.082
H 0.36 0.04 1.00  0.083
H 2.02 0.81 1.02  0.080
H 2.19 -0.27 -1.24  0.096
H 2.23 1.86 -1.85  0.112
H 0.98 2.25 -0.56  0.114
H 2.24 0.25 -3.36  0.121
H 0.99 3.56 -3.26  0.123
H 0.18 2.38 -4.42  0.116
H -1.11 4.45 -3.01  0.123
H -1.83 3.45 -4.30  0.122
H -4.11 2.70 -2.17  0.133
H -3.38 1.82 -3.54  0.125
H -2.58 0.07 -1.88  0.096
H -3.31 0.93 -0.55  0.126
H -4.94 0.07 -2.97  0.108
H -5.51 0.20 -1.25  0.115
H -4.18 -2.16 -3.77  0.111
H -3.52 -4.46 -3.25  0.100
H -3.25 -5.24 -0.87  0.097
H -3.68 -3.59 0.95  0.090
H -4.34 -1.32 0.46  0.115
C -4.85 -6.44 4.42  -0.085
C -5.67 -5.16 4.33  -0.288
O -5.25 -4.18 5.28  -0.227
P -3.76 -3.48 5.09  0.633
O -4.08 -2.61 3.91  -0.226
O -3.77 -2.34 6.27  -0.243
C -3.72 -0.94 5.99  -0.278
C -5.11 -0.36 5.88  -0.072
O -3.08 -4.60 6.09  -0.231
C -2.93 -4.47 7.51  -0.264
C -4.24 -4.52 8.26  -0.072
H -3.81 -6.26 4.13  0.068
H -5.26 -7.20 3.76  0.078
H -4.84 -6.82 5.44  0.076
H -5.61 -4.74 3.32  0.106
H -6.71 -5.37 4.55  0.117
H -3.13 -0.74 5.10  0.106
H -3.19 -0.47 6.82  0.117
H -5.73 -0.92 5.18  0.075
H -5.07 0.68 5.55  0.078
H -5.62 -0.40 6.84  0.076
H -2.35 -3.58 7.75  0.112
H -2.32 -5.32 7.81  0.120
H -4.92 -3.72 7.97  0.068
H -4.05 -4.42 9.33  0.083
H -4.76 -5.46 8.08  0.079
C 5.70 0.64 -4.21  -0.091
C 7.06 1.30 -4.33  -0.281
O 7.19 2.46 -3.50  -0.211
P 7.21 2.25 -1.87  0.601
O 8.57 1.66 -1.65  -0.219
O 7.51 3.77 -1.33  -0.248
C 8.70 4.12 -0.62  -0.277
C 9.77 4.61 -1.57  -0.072
O 5.60 2.47 -1.71  -0.230
C 4.94 3.71 -1.43  -0.262
C 5.00 4.71 -2.57  -0.067
H 5.55 0.23 -3.21  0.067
H 5.60 -0.17 -4.93  0.080
H 4.90 1.37 -4.38  0.074
H 7.86 0.59 -4.08  0.113
H 7.22 1.63 -5.36  0.119
H 9.04 3.29 -0.01  0.106
H 8.43 4.92 0.07  0.118
H 9.95 3.90 -2.38  0.075
H 10.71 4.76 -1.03  0.078
H 9.48 5.55 -2.03  0.076
H 5.30 4.14 -0.50  0.116
H 3.89 3.46 -1.26  0.101
H 6.02 4.98 -2.83  0.070
H 4.47 5.62 -2.29  0.085
H 4.54 4.30 -3.47  0.077

***

(2)
# C30H52N4OSiTi

C30H52N4OSiTi as an isolated structure (ωB97M-V/def2-TZVPD, the OMol25 dataset).

Calculated values
molar mass	560.73	g/mol
multiplicity	1
relative energy (zero: lowest compared OMol25 entry of this formula, charge and spin)	0.0	kcal per mole
charge	+2
HOMO level	-13.81	eV
F_max	0.7	eV/Å

Last column: Löwdin charge in e.
Geometry (Å):
Ti 0.18 0.15 0.00  1.137
C -3.90 -1.76 2.65  -0.054
C -3.44 -0.30 2.64  -0.387
C -4.02 0.46 3.84  -0.041
C -3.81 0.36 1.33  -0.134
C -5.16 0.42 0.98  -0.015
C -5.57 0.95 -0.22  -0.026
C -4.64 1.43 -1.12  -0.008
C -3.28 1.40 -0.83  -0.140
C -2.28 1.85 -1.87  -0.378
C -2.77 3.02 -2.72  -0.048
C -1.92 0.65 -2.75  -0.044
C -2.89 0.87 0.40  -0.141
N -1.49 0.89 0.76  -0.050
C -1.15 1.47 1.90  -0.032
C 0.15 1.34 2.40  -0.274
C 0.76 1.80 3.57  0.053
C 2.06 1.32 3.56  0.030
C 2.25 0.58 2.38  -0.201
N 1.09 0.58 1.66  -0.010
C 3.50 -0.10 1.91  -0.530
C 3.19 -1.17 0.87  -0.039
C 4.42 0.97 1.29  -0.008
C 4.21 -0.74 3.11  -0.025
H -3.55 -2.26 3.56  0.088
H -3.52 -2.30 1.78  0.075
H -4.98 -1.84 2.63  0.087
H -2.35 -0.31 2.76  0.095
H -5.10 0.48 3.80  0.088
H -3.67 1.49 3.87  0.079
H -3.73 -0.03 4.77  0.091
H -5.89 0.03 1.67  0.121
H -6.63 1.00 -0.46  0.121
H -4.98 1.84 -2.06  0.119
H -1.38 2.20 -1.35  0.112
H -3.56 2.71 -3.41  0.086
H -1.96 3.40 -3.34  0.072
H -3.15 3.83 -2.11  0.098
H -2.81 0.32 -3.30  0.103
H -1.60 -0.22 -2.16  0.051
H -1.14 0.89 -3.47  0.068
H -1.90 2.03 2.45  0.162
H 0.29 2.39 4.33  0.135
H 2.81 1.47 4.32  0.128
H 2.68 -0.77 -0.01  0.046
H 2.58 -1.98 1.30  0.079
H 4.11 -1.62 0.51  0.108
H 3.97 1.41 0.39  0.063
H 5.37 0.51 1.00  0.104
H 4.62 1.77 1.99  0.101
H 3.56 -1.42 3.65  0.096
H 4.58 0.01 3.81  0.091
H 5.08 -1.31 2.76  0.099
C -1.09 -4.09 -2.37  -0.043
C 0.17 -4.33 -1.54  -0.165
N -0.02 -4.06 -0.10  -0.032
C -0.06 -5.25 0.78  -0.169
C -1.38 -6.00 0.67  -0.043
C -0.14 -2.84 0.36  -0.353
C -0.39 -2.58 1.81  0.026
N -0.04 -1.76 -0.44  0.024
H -0.88 -4.30 -3.41  0.096
H -1.47 -3.07 -2.29  0.066
H -1.89 -4.76 -2.05  0.081
H 1.01 -3.73 -1.90  0.129
H 0.48 -5.37 -1.62  0.131
H 0.14 -4.94 1.80  0.113
H 0.78 -5.88 0.47  0.134
H -2.22 -5.37 0.96  0.083
H -1.35 -6.87 1.32  0.095
H -1.55 -6.36 -0.34  0.078
H -1.12 -3.27 2.23  0.096
H -0.78 -1.56 1.94  0.059
H 0.54 -2.66 2.38  0.108
H 0.16 -1.97 -1.41  0.071
C 1.20 2.38 -3.80  -0.147
Si 2.04 1.91 -2.22  0.449
C 3.61 0.99 -2.55  -0.141
C 2.19 3.34 -1.03  -0.139
O 1.01 0.77 -1.37  -0.373
H 1.91 3.01 -4.35  0.058
H 0.29 2.96 -3.66  0.025
H 0.98 1.52 -4.43  0.046
H 4.42 1.70 -2.74  0.055
H 3.50 0.38 -3.45  0.047
H 3.93 0.35 -1.73  0.016
H 3.19 3.78 -1.06  0.050
H 2.01 3.05 0.01  0.024
H 1.49 4.13 -1.29  0.045

***

(3)
# C30H53AsF4N4Y

C30H53AsF4N4Y as an isolated structure in a non-equilibrium geometry (ωB97M-V/def2-TZVPD, the OMol25 dataset).

Calculated values
molar mass	709.60	g/mol
multiplicity	1
relative energy (zero: lowest compared OMol25 entry of this formula, charge and spin)	8.2	kcal per mole
charge	+1
HOMO level	-9.60	eV
F_max	1.2	eV/Å

Last column: Löwdin charge in e.
Geometry (Å):
Y 0.02 0.04 -0.24  1.501
C 0.34 1.01 -2.96  -0.266
C 0.84 -0.27 -2.63  -0.374
C 2.01 -0.08 -1.84  -0.343
C 2.20 1.31 -1.68  -0.247
C 1.16 1.98 -2.36  -0.237
C 1.05 3.47 -2.53  -0.031
C 3.35 1.95 -0.98  -0.012
C 3.08 -1.12 -1.59  -0.032
C 0.47 -1.53 -3.36  -0.047
C -0.74 1.24 -3.98  -0.037
H 1.44 3.79 -3.50  0.097
H 1.62 4.00 -1.77  0.082
H 0.02 3.82 -2.49  0.058
H 3.06 2.81 -0.37  0.069
H 4.09 2.31 -1.70  0.099
H 3.87 1.25 -0.32  0.076
H 3.93 -0.96 -2.26  0.099
H 2.73 -2.13 -1.82  0.063
H 3.47 -1.13 -0.58  0.066
H 0.93 -2.42 -2.93  0.062
H 0.82 -1.50 -4.40  0.097
H -0.60 -1.72 -3.40  0.041
H -0.38 0.98 -4.98  0.098
H -1.05 2.28 -4.02  0.078
H -1.63 0.63 -3.80  0.031
C -2.60 2.94 -1.54  -0.077
C -2.78 2.52 -0.11  -0.240
N -1.55 2.08 0.58  -0.206
C -1.88 1.83 2.01  -0.262
C -2.32 3.03 2.84  -0.057
C -0.52 3.13 0.43  -0.195
C 0.68 2.91 1.30  -0.224
N 1.11 1.53 1.22  -0.094
C 2.27 1.22 1.89  -0.208
C 2.68 -0.11 1.88  -0.153
F 1.84 -0.98 1.23  -0.029
C 3.82 -0.61 2.47  -0.227
F 4.05 -1.93 2.37  0.094
C 4.69 0.23 3.13  0.071
C 4.32 1.56 3.17  -0.211
F 5.11 2.44 3.79  0.110
C 3.16 2.06 2.58  -0.143
F 2.95 3.38 2.69  0.083
H -3.58 3.11 -1.98  0.085
H -2.09 2.18 -2.13  0.038
H -2.05 3.87 -1.63  0.078
H -3.51 1.71 -0.03  0.091
H -3.21 3.37 0.43  0.114
H -1.00 1.37 2.47  0.092
H -2.69 1.09 2.01  0.101
H -1.53 3.78 2.93  0.074
H -2.57 2.70 3.84  0.088
H -3.21 3.53 2.44  0.072
H -0.95 4.12 0.64  0.143
H -0.22 3.13 -0.61  0.063
H 0.47 3.21 2.34  0.115
H 1.44 3.62 0.96  0.116
H 5.59 -0.12 3.60  0.139
N 0.41 -2.52 -0.18  -0.020
C 0.06 -3.18 1.09  -0.216
C -1.24 -2.62 1.61  -0.232
N -1.11 -1.16 1.76  -0.034
H -0.05 -3.00 -0.95  0.052
H 1.40 -2.61 -0.36  0.070
H 0.86 -2.99 1.80  0.115
H -0.02 -4.27 0.99  0.128
H -1.53 -3.11 2.54  0.128
H -2.04 -2.81 0.89  0.075
H -0.48 -0.94 2.53  0.099
H -2.00 -0.75 2.01  0.061
C -4.52 0.63 -3.24  -0.151
C -3.86 -0.74 -3.21  -0.436
As -2.85 -1.17 -1.60  1.198
C -2.65 -3.13 -1.86  -0.429
C -3.26 -3.75 -3.11  -0.153
C -4.31 -1.20 -0.29  -0.440
C -5.55 -1.96 -0.71  -0.143
H -5.34 0.64 -3.96  0.084
H -3.82 1.40 -3.53  0.048
H -4.95 0.91 -2.27  0.063
H -3.17 -0.86 -4.05  0.062
H -4.59 -1.54 -3.31  0.052
H -3.07 -3.59 -0.96  0.060
H -1.58 -3.34 -1.86  0.021
H -4.35 -3.70 -3.10  0.065
H -2.99 -4.80 -3.17  0.081
H -2.91 -3.27 -4.03  0.070
H -4.55 -0.16 -0.05  0.041
H -3.88 -1.62 0.63  0.043
H -6.07 -1.46 -1.53  0.070
H -6.26 -2.04 0.12  0.080
H -5.32 -2.98 -1.03  0.062

***

(4)
# C30H53MoN2O7P

C30H53MoN2O7P as an isolated structure (ωB97M-V/def2-TZVPD, the OMol25 dataset).

Calculated values
molar mass	680.68	g/mol
multiplicity	1
relative energy (zero: lowest compared OMol25 entry of this formula, charge and spin)	0.0	kcal per mole
charge	+4
HOMO level	-20.41	eV
F_max	0.7	eV/Å

Last column: Löwdin charge in e.
Geometry (Å):
Mo -0.32 0.21 0.45  2.111
O 1.48 -0.38 1.72  -0.166
C 2.12 -1.69 1.71  -0.098
C 1.71 -2.27 0.39  -0.097
N 0.23 -2.05 0.19  -0.204
C -0.58 -2.77 1.23  -0.012
C -0.85 -1.88 2.43  -0.428
O -0.94 -2.14 3.56  0.293
O -1.07 -0.53 1.96  -0.256
C -0.14 -2.53 -1.16  -0.024
C -1.26 -1.72 -1.73  -0.307
O -2.04 -1.84 -2.57  0.340
O -1.23 -0.38 -0.95  -0.257
H 1.67 0.11 2.54  0.149
H 1.78 -2.27 2.57  0.148
H 3.20 -1.57 1.76  0.158
H 1.94 -3.34 0.32  0.172
H 2.21 -1.75 -0.42  0.122
H -0.09 -3.69 1.55  0.177
H -1.56 -3.03 0.82  0.171
H -0.41 -3.59 -1.17  0.183
H 0.70 -2.39 -1.84  0.170
O -1.55 1.61 0.70  -0.198
C -2.81 1.93 1.10  -0.283
C -3.74 2.43 0.06  -0.057
C -5.00 1.55 -0.08  -0.146
C -6.03 1.74 1.02  -0.174
C -5.57 1.34 2.42  -0.154
C -4.41 2.15 2.97  -0.076
N -3.09 1.79 2.35  0.188
H -3.19 2.50 -0.87  0.131
H -4.03 3.44 0.36  0.161
H -4.71 0.49 -0.16  0.122
H -5.44 1.82 -1.04  0.135
H -6.92 1.16 0.77  0.136
H -6.35 2.79 1.03  0.135
H -5.32 0.27 2.46  0.128
H -6.39 1.48 3.12  0.141
H -4.27 1.99 4.03  0.143
H -4.55 3.23 2.81  0.150
H -2.37 1.44 2.97  0.173
O 0.95 1.40 -0.03  -0.486
P 1.93 2.61 -0.80  1.125
C 3.41 1.77 -1.35  -0.322
C 4.43 2.90 -1.76  -0.160
C 5.53 3.06 -0.71  -0.165
C 6.35 1.77 -0.57  -0.151
C 5.49 0.51 -0.79  -0.159
C 4.04 0.77 -0.37  -0.186
C 2.20 3.83 0.50  -0.343
C 2.62 3.22 1.87  -0.173
C 2.39 4.22 3.01  -0.171
C 2.62 5.65 2.53  -0.166
C 1.57 6.05 1.48  -0.150
C 1.04 4.83 0.69  -0.179
C 0.78 3.18 -2.07  -0.344
C 0.23 2.06 -2.97  -0.179
C 1.01 1.80 -4.25  -0.179
C 1.27 3.10 -5.01  -0.167
C 2.06 4.07 -4.14  -0.170
C 1.29 4.42 -2.86  -0.152
H 3.11 1.24 -2.26  0.117
H 3.94 3.86 -1.95  0.097
H 4.87 2.61 -2.71  0.141
H 5.10 3.35 0.25  0.097
H 6.18 3.88 -1.00  0.137
H 6.81 1.74 0.42  0.126
H 7.17 1.76 -1.29  0.130
H 5.90 -0.33 -0.22  0.124
H 5.50 0.21 -1.84  0.129
H 4.02 1.15 0.66  0.106
H 3.46 -0.15 -0.38  0.078
H 3.06 4.39 0.10  0.134
H 3.67 2.93 1.83  0.104
H 2.04 2.31 2.06  0.079
H 3.06 3.97 3.83  0.129
H 1.37 4.13 3.40  0.118
H 3.63 5.74 2.14  0.126
H 2.57 6.34 3.37  0.131
H 2.00 6.76 0.78  0.127
H 0.73 6.55 1.95  0.127
H 0.63 5.18 -0.26  0.101
H 0.23 4.34 1.24  0.116
H -0.03 3.54 -1.42  0.112
H -0.79 2.34 -3.23  0.137
H 0.15 1.14 -2.38  0.062
H 0.45 1.10 -4.87  0.127
H 1.97 1.32 -4.04  0.105
H 0.32 3.55 -5.31  0.134
H 1.82 2.89 -5.93  0.133
H 2.26 5.00 -4.68  0.138
H 3.03 3.63 -3.91  0.099
H 0.40 4.98 -3.14  0.141
H 1.87 5.09 -2.22  0.112